(1)
Entry from the OMol25 dataset: a structure of composition C22H23AsO8S3Zr (ωB97M-V with the def2-TZVPD basis set).

Results
E_tot = -4931.06991 hartree
LUMO level = -5.64 eV
E_HOMO = -0.547 Ha
ΔE to the lowest compared entry with this formula, charge and spin = 0.00 kJ/mol
Maximum force = 0.00339 Eh/bohr
Net charge = +2

Last column: natural (NBO) charge in e.
Positions of all 58 atoms, in Å:
Zr  -2.25651  -1.69656  0.54203  2.49
O  -0.27014  -1.57367  0.23280  -1.02
S  1.16766  -1.95683  0.74552  1.30
C  1.59053  -3.36264  -0.31152  -0.59
C  0.38663  -4.14174  -0.84799  -0.42
C  -0.11362  -3.58848  -2.18719  -0.43
C  -1.43496  -4.22682  -2.62437  -0.58
S  -2.83338  -3.08586  -2.70142  1.32
O  -2.71603  -2.28877  -1.38313  -1.04
C  -2.30188  -1.95010  -3.94818  -0.21
C  -1.69674  -0.74514  -3.62322  -0.24
C  -1.30181  0.09318  -4.65495  -0.18
C  -1.50953  -0.28007  -5.97626  -0.16
C  -2.12907  -1.48524  -6.28176  -0.18
C  -2.54382  -2.32878  -5.26361  -0.23
C  0.87328  -2.64566  2.33451  -0.34
C  0.76750  -1.68651  3.34113  -0.17
C  0.45514  -2.09494  4.62715  -0.19
C  0.28769  -3.44628  4.89648  -0.14
C  0.41843  -4.39622  3.88816  -0.21
C  0.70371  -4.00385  2.59189  -0.14
H  2.27388  -3.96850  0.28465  0.27
H  2.17534  -2.92379  -1.12147  0.26
H  -0.42102  -4.16349  -0.11235  0.22
H  0.69876  -5.18035  -0.97717  0.25
H  0.64002  -3.77167  -2.95378  0.24
H  -0.22165  -2.50434  -2.12693  0.23
H  -1.76770  -5.01748  -1.94800  0.25
H  -1.39913  -4.65522  -3.62799  0.27
H  -1.56281  -0.44834  -2.59269  0.23
H  -0.83842  1.04265  -4.42361  0.24
H  -1.19973  0.37974  -6.77522  0.24
H  -2.30574  -1.76136  -7.31195  0.25
H  -3.05601  -3.25556  -5.49584  0.24
H  0.92570  -0.63496  3.13137  0.25
H  0.35783  -1.35639  5.41032  0.25
H  0.06414  -3.76787  5.90491  0.24
H  0.30476  -5.44750  4.11502  0.24
H  0.80628  -4.74962  1.81601  0.22
O  -2.60128  -3.39769  1.29840  -1.05
As  -2.15617  0.94565  2.74718  2.43
O  -1.14032  1.09108  3.96911  -1.00
O  -2.52702  -0.63802  2.22951  -1.18
C  -3.67102  2.01991  2.33049  -0.45
C  -4.63235  2.50412  3.19431  -0.15
C  -5.65985  3.28054  2.66222  -0.15
C  -5.71369  3.56419  1.30512  -0.16
C  -4.74129  3.08078  0.43353  -0.17
C  -3.73140  2.30721  0.96758  -0.28
S  -2.41530  1.64152  0.01185  2.40
O  -1.99975  2.46628  -1.05504  -0.84
O  -1.34770  1.47701  1.11500  -0.96
O  -2.79712  0.25434  -0.38159  -1.02
H  -2.90437  -4.10891  1.86570  0.53
H  -4.58437  2.30616  4.25664  0.25
H  -6.41785  3.67920  3.32242  0.25
H  -6.51161  4.18271  0.91813  0.25
H  -4.76060  3.32228  -0.62085  0.26



(2)
Entry from the OMol25 dataset: an isolated molecule of C5H10O (ωB97M-V with the def2-TZVPD basis set).

Results
E_tot = -271.65797 hartree
LUMO level = 1.14 eV
E_HOMO = -0.364 Ha
ΔE to the lowest compared entry with this formula, charge and spin = 248.49 kJ/mol
Maximum force = 0.06009 Eh/bohr

Last column: natural (NBO) charge in e.
Positions of all 16 atoms, in Å:
C  -0.53129  1.37269  -0.83235  -0.60
C  -0.48053  0.17375  0.11586  -0.25
C  -1.45205  -0.92897  -0.28387  -0.61
C  0.91168  -0.38333  0.13389  0.06
C  1.92420  0.01873  1.09465  -0.20
O  1.27334  -1.38965  1.03595  -0.52
H  0.16860  2.15690  -0.52019  0.21
H  -1.53695  1.80419  -0.85950  0.21
H  -0.26915  1.07339  -1.85567  0.20
H  -0.70973  0.51736  1.13343  0.20
H  -2.48307  -0.56568  -0.26545  0.21
H  -1.36689  -1.78100  0.39880  0.22
H  -1.23363  -1.28487  -1.29918  0.20
H  1.29948  -0.70518  -0.83336  0.19
H  2.96204  0.06956  0.74327  0.20
H  1.52394  -0.14790  2.09373  0.27



(3)
Entry from the OMol25 dataset: a cluster of 3 separate species, C15H16F2O4 in total (ωB97M-V with the def2-TZVPD basis set).

Results
E_tot = -1081.86959 hartree
LUMO level = 0.49 eV
E_HOMO = -0.333 Ha
ΔE to the lowest compared entry with this formula, charge and spin = 89.19 kJ/mol
Maximum force = 0.00854 Eh/bohr

Last column: natural (NBO) charge in e.
Positions of all 37 atoms, in Å:
C  1.79174  0.26104  0.36052  -0.26
O  0.74626  -0.51590  -0.21238  -0.52
C  -0.10146  -1.08712  0.71519  0.22
O  -1.17584  -0.19484  1.06441  -0.55
C  -2.02049  0.09008  0.04779  0.99
O  -2.16940  -0.55644  -0.94214  -0.60
O  -2.74034  1.18749  0.33023  -0.67
H  2.21395  0.89230  -0.42133  0.20
H  2.58053  -0.37856  0.77220  0.18
H  1.41963  0.91681  1.15793  0.17
H  0.40396  -1.28549  1.66565  0.16
H  -0.51569  -2.01147  0.30873  0.19
H  -2.22600  1.75286  0.92521  0.50
F  -5.29023  -4.77808  2.45743  -0.33
C  -5.42876  -4.20049  1.24459  0.40
C  -4.37690  -3.46940  0.73035  -0.29
C  -4.52167  -2.87798  -0.51690  -0.19
C  -5.70900  -3.02334  -1.22256  -0.23
C  -6.75209  -3.76289  -0.68238  -0.19
C  -6.61729  -4.36190  0.56242  -0.29
H  -3.46446  -3.36760  1.30301  0.22
H  -3.70626  -2.30338  -0.93436  0.24
H  -5.81936  -2.55817  -2.19284  0.22
H  -7.67853  -3.87498  -1.23010  0.21
H  -7.41486  -4.94543  1.00195  0.23
F  4.46843  1.61646  0.62243  -0.33
C  5.09614  2.66662  0.04715  0.40
C  6.30793  2.45540  -0.57764  -0.29
C  6.94354  3.53722  -1.16954  -0.19
C  6.36710  4.79943  -1.12662  -0.23
C  5.14747  4.98245  -0.49010  -0.19
C  4.49892  3.90908  0.10383  -0.29
H  6.73858  1.46352  -0.59601  0.23
H  7.89284  3.39137  -1.66717  0.22
H  6.86808  5.63899  -1.58909  0.22
H  4.69675  5.96511  -0.45315  0.22
H  3.54676  4.02726  0.60329  0.23



(4)
Entry from the OMol25 dataset: the ion C4H10N3 with charge +1 (ωB97M-V with the def2-TZVPD basis set).

Results
E_tot = -322.39903 hartree
LUMO level = -3.07 eV
E_HOMO = -0.503 Ha
ΔE to the lowest compared entry with this formula, charge and spin = 161.59 kJ/mol
Maximum force = 0.08986 Eh/bohr
Net charge = +1

Last column: natural (NBO) charge in e.
Positions of all 17 atoms, in Å:
N  2.62683  0.71412  -0.29469  -0.75
C  1.57616  0.07032  0.09904  0.69
N  1.64740  -1.22392  0.35164  -0.77
N  0.32089  0.77202  0.28614  -0.59
C  -0.90445  0.02793  0.46718  -0.10
C  -2.15200  0.69543  0.00684  -0.41
C  -1.87970  -0.58649  -0.62789  -0.41
H  3.55390  0.36405  -0.56038  0.45
H  2.44246  1.73466  -0.49982  0.43
H  2.41144  -1.89331  0.23920  0.45
H  0.84456  -1.51820  1.00250  0.43
H  0.29403  1.76482  0.32239  0.43
H  -0.82685  -0.66122  1.35696  0.20
H  -1.94977  1.61459  -0.68770  0.22
H  -3.01748  0.94417  0.59196  0.24
H  -2.46403  -1.33631  -0.07354  0.23
H  -1.77908  -0.71462  -1.78193  0.26



no.,HOMO-LUMO gap (eV)
1,9.3
2,11.0
3,9.5
4,10.6